No. 1
A 12-piece molecular cluster, C20H44F18N12O38S18 overall in a non-equilibrium geometry. Source: OMol25; level of theory: ωB97M-V/def2-TZVPD.

Summary:
**E_HOMO**: 1.002 eV
**Frontier orbital gap**: 5.8450 eV
**Total energy**: -361057.786 eV

The geometry in ORCA input format:
```
! RIJCOSX wB97M-V def2-TZVPD def2/J DEFGRID3
* xyz -6 1
S -1.00657 -3.62823 -5.28816
S -6.70160 -4.98550 -0.74504
S 1.65746 -4.81065 2.38033
S -8.93081 -5.63212 -1.20381
S -0.57251 -4.67186 2.74040
S 4.22568 3.75956 1.95259
S 6.21099 2.46402 2.46857
S 0.71235 -3.51884 -3.60980
S 0.34905 9.35233 1.39988
S -5.12933 -0.43394 5.69534
S -6.21166 2.21584 -6.76012
S -6.49271 3.32551 2.24057
S -5.27272 1.31169 -4.71844
S -5.02775 -2.69311 6.30130
S 2.07303 1.38411 -3.93627
S 1.02095 7.19423 1.00824
S 3.31390 1.83778 -5.83213
S -5.32447 4.23764 0.57502
F -3.95029 -3.80820 6.63782
F 1.19014 0.20390 -3.32933
F -9.77792 -5.66903 0.17106
F -1.67923 -3.69330 3.40376
F -8.14794 3.14987 2.32887
F -5.80658 -3.75229 -0.14178
F 7.79088 2.30006 2.00953
F 2.18425 -2.79508 -3.54231
F 3.33171 3.83043 0.59899
F -4.37720 1.98065 -3.58992
F 1.54439 6.25216 -0.19325
F -5.77144 5.34446 -0.56208
F 2.81762 -4.41163 3.36696
F -4.03884 0.70732 5.49118
F -0.83342 -4.14659 -6.79018
F 1.22148 10.69825 1.05346
F -5.63300 2.46067 -8.22476
F 4.46128 1.18977 -6.75910
O 3.45212 2.78183 2.81610
O 4.30801 5.11503 2.45489
O -4.68708 5.22461 1.49290
O -1.03009 9.82303 1.21677
O -5.78886 -3.19311 5.12426
O -6.04240 1.95461 2.46040
O 2.00285 -4.03745 1.18504
O -6.38827 -5.98447 0.26757
O 6.30640 3.10405 3.75754
O 0.95443 2.29612 -4.16639
O -0.78505 -5.93623 3.35404
O 4.08417 2.81561 -5.08431
O -5.91366 0.17687 6.76482
O -1.82549 -2.42985 -5.48643
O -6.87128 0.94090 -7.03177
O 2.88386 1.65772 -2.76930
O -4.71902 -0.02709 -4.82375
O 0.87827 -0.02288 3.69806
O 2.33757 2.24983 -6.85802
O -0.23529 6.47847 1.42119
O -4.46685 3.33781 -0.27418
O -7.04870 3.40107 -6.54321
O -1.52075 -4.86091 -4.68914
O 0.94272 -4.88979 -3.03765
O -5.76010 -0.44375 4.38822
O -3.02052 1.77216 1.66017
O 5.87850 1.05753 2.49455
O 2.19639 7.12864 1.91407
O -6.25322 -5.14671 -2.13331
O -6.57852 1.42341 -4.15545
O -8.41599 -7.00341 -1.31219
O -5.68495 -2.61985 7.60592
O 0.74664 9.26953 2.80989
O -0.11240 -2.63736 -2.80391
O -0.90345 -4.48126 1.33717
O -6.30802 4.31858 3.36432
O 1.87188 -6.27857 2.33370
O -9.83396 -5.14105 -2.24107
N 0.70967 -3.54683 -5.14278
N -6.81671 3.71689 0.86123
N -4.80193 2.24167 -5.83382
N -4.04318 -1.41797 6.06931
N 0.56276 -3.97487 3.31606
N 5.79252 3.34577 1.26011
N 1.02167 8.43904 0.11490
N 2.70337 0.55778 -4.99363
N 1.11755 -1.99127 5.09162
N -2.10642 0.98032 0.98440
N -8.00487 -4.39945 -0.56794
N 5.95288 -0.55765 -1.47290
C -0.13389 -0.48085 -0.58080
C 3.97936 -1.68294 -0.64309
C 4.76304 -1.25387 0.58563
C -1.00646 -1.21610 0.42382
C 3.20253 -0.97920 3.90784
C 0.31310 0.80121 0.11903
C 6.15297 -0.94399 0.03349
C -1.70213 2.22237 -1.19948
C -2.77508 -1.09522 2.18546
C -0.50261 2.93671 0.97587
C -3.35080 -0.82422 -0.45564
C 7.15542 -0.91219 -3.72348
C 8.31400 -1.60891 -4.39961
C 1.65618 -0.85859 4.22329
C -0.99277 1.74260 0.20915
C -2.36336 -0.51362 0.76553
C 4.69646 -1.31709 -1.94991
C 7.22512 -1.11203 -2.14870
C -0.19088 -1.76699 5.83684
C 5.66026 0.96248 -1.41309
H 8.03642 -0.56284 -1.67091
H 4.05546 -0.78805 -2.65513
H -1.11213 -2.01777 5.31101
H -3.98361 -1.69852 -0.30313
H 0.37244 3.38851 0.50868
H -1.19035 3.78186 0.94711
H 0.73326 -1.08956 -0.83695
H 6.45577 1.37083 -0.78977
H 7.35208 -2.17113 -1.92443
H 3.75349 -0.65240 4.78974
H -0.35310 -0.70169 6.00092
H 3.87091 -2.76685 -0.60477
H 6.82799 -0.31699 0.61600
H -2.22920 -0.86773 3.10109
H 1.15256 1.30535 -0.35976
H -2.20256 3.19045 -1.22139
H 1.00205 -2.72285 4.40493
H -0.21320 2.68334 1.99575
H 2.96994 -1.27504 -0.69602
H 1.86469 -2.31312 5.69020
H 5.73334 1.45594 -2.38224
H 9.23546 -1.45488 -3.83810
H 4.30290 -0.37238 1.03210
H 6.26581 -1.27941 -4.23518
H 4.92143 -2.22999 -2.50137
H 6.64671 -1.91474 0.07776
H -4.09195 -0.03926 -0.60608
H -0.10412 -2.44964 6.68216
H -0.95828 2.52849 -1.93507
H 4.59704 1.04527 -1.18771
H -0.62190 -0.15955 -1.50097
H 8.25414 -2.69468 -4.47462
H -2.93144 -1.34268 -1.31786
H 0.75688 0.47116 1.05829
H 3.39247 -0.24148 3.12823
H 3.66332 -1.94113 3.68320
H -1.17562 -2.24022 0.09116
H -2.93417 -2.16926 2.28152
H 4.83201 -2.06953 1.30538
H -2.32377 1.38411 -1.51409
H -0.33836 -1.37401 1.27046
H 8.18493 -1.28801 -5.43327
H -3.79548 -0.78706 2.41336
H 7.06959 0.15097 -3.94805
*
```

***

No. 2
C4H5Cl as an isolated structure in a non-equilibrium geometry. Source: OMol25; level of theory: ωB97M-V/def2-TZVPD.

Summary:
**E_HOMO**: -10.070 eV
**Frontier orbital gap**: 10.1968 eV
**Total energy**: -16746.354 eV
**Energy relative to the best compared isomer or geometry (same formula, charge and spin)**: 363.7 kJ/mol

The geometry in ORCA input format:
```
! RIJCOSX wB97M-V def2-TZVPD def2/J DEFGRID3
* xyz 0 1
Cl 2.71695 0.03359 -0.06700
C 0.98806 -0.62163 0.11709
C 0.27701 0.57604 0.13799
C -2.33640 -0.18067 -0.10633
C -1.13317 0.02816 0.30728
H 0.86627 -1.22029 -0.78594
H 0.73451 1.01793 0.90793
H -3.42591 0.15869 -0.86219
H 0.95359 -1.18813 0.93553
H 0.35907 1.39631 -0.58436
*
```

***

No. 3
A 2-piece molecular cluster, CH4FNO overall in a non-equilibrium geometry. Source: OMol25; level of theory: ωB97M-V/def2-TZVPD.

Summary:
**E_HOMO (spin up / spin down)**: -6.958 / -10.908 eV
**Frontier orbital gap (spin up / spin down)**: 7.9289 / 8.2813 eV
**Total energy**: -7350.256 eV
**⟨S²⟩**: 2.01
**Energy relative to the best compared isomer or geometry (same formula, charge and spin)**: 0.0 kJ/mol

The geometry in ORCA input format:
```
! RIJCOSX wB97M-V def2-TZVPD def2/J DEFGRID3
* xyz 0 3
F 1.90649 0.55789 -0.10802
O -1.69021 -0.51268 0.00123
N 1.79290 -0.83571 -0.08345
C -1.57705 0.62951 0.37913
H -0.68498 1.16757 0.14463
H 1.97389 -1.11932 -1.12393
H -2.45221 1.10785 0.91283
H 0.73117 -0.99511 -0.12243
*
```

***

No. 4
C39H41Cl5FeN3O5SSe as an isolated structure in a non-equilibrium geometry. Source: OMol25; level of theory: ωB97M-V/def2-TZVPD.

Summary:
**E_HOMO (spin up / spin down)**: -7.453 / -7.470 eV
**Frontier orbital gap (spin up / spin down)**: 5.9733 / 7.3527 eV
**Total energy**: -228996.045 eV
**⟨S²⟩**: 0.87
**Energy relative to the best compared isomer or geometry (same formula, charge and spin)**: 0.0 kJ/mol

The geometry in ORCA input format:
```
! RIJCOSX wB97M-V def2-TZVPD def2/J DEFGRID3
* xyz 0 2
Se 1.32048 0.53461 1.91709
Fe 0.16103 -0.14790 -0.38425
Cl 0.02224 7.31917 -0.30669
Cl -2.07029 5.11922 0.48409
Cl -1.26204 2.09651 0.30199
Cl 2.88882 6.44148 -1.19246
Cl 3.62706 3.40182 -1.33930
S -1.03399 -3.11865 -1.08042
O -1.68192 -1.00636 0.24023
O 1.43338 1.62908 -0.62427
O 0.27837 -2.52100 -0.57711
O -3.77507 -1.71363 0.45454
O -2.32647 1.17585 -7.04535
N -4.35047 1.25599 -6.02391
N 3.57885 -0.81906 0.37185
N -1.13074 0.52691 -2.23365
C 2.98339 -0.52038 -2.10112
C -0.15832 3.32983 -0.14230
C 3.32464 -0.96641 5.24919
C 3.77756 -0.04745 -0.90482
C -2.37432 0.92176 -4.67696
C -2.25797 -0.17688 3.12538
C -3.83611 1.09763 1.79332
C 0.43499 5.64687 -0.39385
C -2.31720 0.80530 4.10300
C 3.48417 -2.29153 0.18060
C 1.61061 -0.70556 -2.10498
C 1.67650 -1.37986 -4.41175
C 1.11094 2.88273 -0.55722
C 3.69497 -0.77268 -3.27546
C -3.12311 3.00397 5.01582
C -3.11564 1.93680 3.95103
C 2.02605 -0.66099 3.23725
C -1.19569 1.58670 -4.36637
C 3.18746 -2.34574 5.14344
C -1.63190 -4.18956 0.22331
C 2.03866 3.90123 -0.86865
C -4.66555 1.26405 0.54252
C 2.74359 -0.12711 4.30550
C -2.26733 -0.10706 -2.52435
C -3.00931 -0.01239 1.95721
C -0.61353 1.36737 -3.13432
C 3.04895 -1.18471 -4.43246
C 4.64760 -0.45630 1.33210
C -0.49629 4.66973 -0.05444
C 2.47361 -2.88516 4.08110
C -2.85064 -0.98808 0.81668
C 0.96632 -1.15326 -3.23909
C -0.41428 -4.46651 -2.12019
C -2.92607 0.06625 -3.73141
C -1.41037 -1.40698 3.32398
C -2.99548 1.12984 -6.03264
C 1.90326 -2.04923 3.12610
C 1.71118 5.24957 -0.79432
C -3.87865 2.05854 2.79992
H 0.25255 -5.11687 -1.55130
H 5.59158 -0.88998 1.00339
H 0.13698 -3.99663 -2.93732
H 3.61318 -1.35664 -5.34056
H -1.72145 0.68899 5.00518
H 0.30711 1.86698 -2.84904
H -5.08374 2.26957 0.48780
H 2.36263 -3.96076 3.99640
H 4.83946 -0.10116 -1.14038
H -2.13451 3.46273 5.09195
H -1.90325 -3.56671 1.07271
H 3.50041 0.98130 -0.67821
H -0.10180 -1.33561 -3.23391
H -0.64687 -1.46901 2.55067
H 4.73418 0.62669 1.38168
H -0.92167 -1.38786 4.29769
H -4.87003 1.31746 -5.16777
H -3.84898 3.78608 4.79262
H 3.63678 -2.99782 5.88313
H 4.29606 -2.62920 -0.46308
H -5.47905 0.53721 0.53287
H 1.34891 -2.46832 2.29125
H -2.03220 -2.30593 3.26458
H -0.75291 2.26119 -5.08816
H 2.52432 -2.53664 -0.26460
H -4.82378 1.41086 -6.89646
H -3.36572 2.58098 5.99281
H -2.52530 -4.69064 -0.15480
H -1.26497 -5.02583 -2.51795
H 2.66960 -0.47506 0.77366
H 2.84540 0.94982 4.38443
H 4.76954 -0.62780 -3.28248
H 3.88528 -0.54091 6.07270
H -2.66056 -0.77574 -1.76369
H 1.15369 -1.71233 -5.30091
H -4.51200 2.93217 2.66911
H 4.39512 -0.82970 2.32080
H 3.55764 -2.78207 1.14953
H -4.06434 1.09118 -0.35429
H -3.84066 -0.48017 -3.92986
H -0.85257 -4.90221 0.49674
*
```